The following is a quantum chemistry calculation of a cluster of 2 separate species, C5H14 in total in a non-equilibrium geometry, from OMol25.

Results
energy relative to the best compared isomer or geometry (same formula, charge and spin)	13.8	kcal/mol
structure (SMILES)	CCC.CC
F_max	2.31	eV Å⁻¹
gap between HOMO and LUMO	0.44312	Ha
LUMO	1.14	eV

CARTESIAN COORDINATES (ANGSTROEM)
C (-0.18173, 2.15153, -0.36801)
C (-0.10784, -1.73945, -0.17922)
C (0.73495, -1.45180, 1.09303)
C (-1.01445, 2.28741, 0.90119)
C (0.62429, -1.62728, -1.50085)
H (-0.97009, -1.06944, -0.08917)
H (0.73791, -2.19532, 1.89133)
H (0.81977, 2.54815, -0.48669)
H (-0.02950, -1.26739, -2.29387)
H (-0.74585, 2.38277, -1.27713)
H (0.24716, -0.63532, 1.64135)
H (1.52365, -1.02010, -1.50419)
H (-1.95880, 1.77350, 0.75961)
H (-1.14538, 3.34005, 1.16722)
H (-0.08113, 1.06233, -0.50789)
H (1.71430, -1.04811, 0.84298)
H (-0.60443, -2.70305, -0.05010)
H (0.93207, -2.63314, -1.79215)
H (-0.49492, 1.84466, 1.75258)

Forces on the atoms, in the same order (eV/Å):
C -0.671 -1.978 -0.975
C -0.557 0.204 1.509
C -0.718 1.025 0.324
C 1.009 0.899 0.090
C -0.228 -0.780 -0.391
H 0.207 0.231 -0.530
H 0.484 -0.556 -0.586
H 0.003 0.471 0.619
H -0.023 0.063 -0.029
H -0.048 0.587 0.210
H 0.082 0.198 -0.231
H -0.007 0.281 0.301
H -0.201 0.144 0.103
H -0.425 -0.118 -0.038
H 0.395 0.153 0.021
H 0.245 -0.458 0.142
H 0.316 -0.255 -0.337
H 0.182 0.045 -0.167
H -0.046 -0.153 -0.034


The following is a quantum chemistry calculation of a structure of composition C25H19FeN3O4P, from OMol25.

Results
spin multiplicity	2
F_max	0.99	eV Å⁻¹
gap between HOMO and LUMO (spin up / spin down)	0.23985 / 0.23231	Ha
LUMO (spin up / spin down)	-0.96 / -0.96	eV

CARTESIAN COORDINATES (ANGSTROEM)
Fe (0.06426, 0.81125, -2.42754)
P (0.48177, 0.20683, -0.40222)
O (-1.23229, -0.55237, -3.08206)
O (3.77410, 0.95890, -3.26533)
O (1.72542, 0.19950, -2.94585)
O (-0.84508, 2.67580, -2.26054)
N (-2.49527, -2.19139, -3.90274)
N (-2.44119, -0.04065, -0.17368)
N (-3.75454, -4.14866, -1.35417)
C (3.18045, 0.59204, -1.01131)
C (-0.76056, -3.18038, 0.59981)
C (2.21950, 0.48268, 0.00517)
C (-2.01394, -1.50336, -2.84136)
C (3.98502, 0.54301, 1.66447)
C (0.35962, 2.54076, -2.05483)
C (-0.52597, 1.17420, 0.77807)
C (1.35536, 3.59305, -1.75454)
C (4.52693, 0.68847, -0.66357)
C (-3.14324, -3.17400, -1.43784)
C (-2.79522, 1.74122, 1.43255)
C (-1.38172, -2.45645, 3.20682)
C (-1.55199, -2.05989, 0.83940)
C (-0.26294, -3.91935, 1.65515)
C (-2.08079, -1.30535, -0.31118)
C (-1.90197, 0.94861, 0.73461)
C (4.93439, 0.66663, 0.65812)
C (-0.07816, 2.22584, 1.57716)
C (2.89338, 0.60665, -2.51005)
C (-0.56791, -3.55365, 2.96251)
C (-0.96046, 2.99830, 2.32026)
C (-2.40052, -1.96018, -1.53108)
C (2.64459, 0.45321, 1.33788)
C (-2.32761, 2.76354, 2.24102)
C (-1.87591, -1.71231, 2.14817)
H (4.28870, 0.51086, 2.70337)
H (-3.02569, 3.37674, 2.79437)
H (0.98047, 2.45131, 1.60769)
H (-2.06216, -2.00658, -4.79119)
H (5.98536, 0.74285, 0.90426)
H (-3.85765, 1.54435, 1.34668)
H (-0.51133, -3.43874, -0.42116)
H (0.87313, 4.53276, -1.48798)
H (1.91079, 0.33168, 2.12690)
H (2.02093, 3.24866, -0.96244)
H (-2.97574, -3.06588, -3.77357)
H (-0.17772, -4.13107, 3.79034)
H (0.36632, -4.77737, 1.46244)
H (-3.02616, 0.31414, -0.91789)
H (5.24402, 0.78483, -1.46712)
H (-0.58169, 3.80287, 2.93689)
H (1.97216, 3.72684, -2.64669)
H (-2.52882, -0.87265, 2.34198)
H (-1.64241, -2.18807, 4.22184)

Forces on the atoms, in the same order (eV/Å):
Fe 0.374 0.106 -0.517
P -0.025 -0.832 0.541
O -0.276 0.237 0.083
O 0.058 -0.018 -0.059
O -0.287 -0.021 0.084
O 0.026 -0.135 0.097
N 0.090 -0.028 0.039
N 0.273 0.768 0.026
N -0.091 -0.004 -0.129
C 0.003 0.009 -0.066
C 0.136 0.001 -0.078
C -0.080 0.320 -0.147
C -0.152 0.031 -0.031
C -0.001 0.007 0.002
C -0.097 0.066 0.075
C 0.257 0.323 -0.375
C -0.036 0.028 0.006
C 0.060 0.001 0.025
C 0.567 -0.035 0.186
C -0.144 -0.120 0.067
C 0.004 -0.012 -0.014
C -0.330 -0.041 -0.057
C -0.015 0.010 0.090
C -0.204 -0.547 0.268
C -0.097 0.002 -0.238
C -0.015 0.010 -0.021
C -0.023 -0.023 0.176
C 0.072 0.110 0.115
C 0.004 -0.007 -0.086
C -0.054 -0.064 -0.079
C -0.129 -0.225 -0.088
C -0.037 -0.080 0.024
C 0.109 0.038 0.028
C -0.069 0.025 0.107
H -0.001 0.007 -0.002
H 0.004 0.000 0.005
H -0.005 -0.001 0.001
H 0.007 0.005 -0.008
H 0.001 -0.010 -0.006
H 0.006 0.012 0.007
H 0.014 -0.005 0.025
H 0.001 -0.012 -0.012
H 0.015 0.007 -0.011
H -0.014 -0.004 -0.003
H -0.054 0.023 0.001
H 0.002 -0.007 0.001
H -0.002 -0.007 0.002
H 0.140 0.124 -0.077
H -0.002 -0.004 0.005
H -0.002 0.005 0.000
H 0.014 -0.014 0.001
H 0.002 -0.032 0.021
H 0.006 0.011 -0.001


The following is a quantum chemistry calculation of a cluster of 2 separate species, C2H7N4O in total in a non-equilibrium geometry, from OMol25.

Results
charge	+1
energy relative to the best compared isomer or geometry (same formula, charge and spin)	24.7	kcal/mol
spin multiplicity	3
F_max	7.37	eV Å⁻¹
gap between HOMO and LUMO (spin up / spin down)	0.24654 / 0.29486	Ha
LUMO (spin up / spin down)	-3.29 / -7.34	eV

CARTESIAN COORDINATES (ANGSTROEM)
O (-1.38704, -1.26159, 0.89528)
N (0.42988, 1.33149, 0.95036)
N (1.04961, -1.24070, 0.00038)
N (-2.48875, -0.37464, -0.97922)
N (0.44466, -0.26295, -0.73668)
C (-2.02815, -0.79776, 0.04330)
C (0.03664, 0.89326, -0.21224)
H (1.56154, -2.08818, -0.30604)
H (-3.14892, 0.27570, -1.23168)
H (0.10258, -0.61194, -1.55835)
H (-0.42196, 1.64237, -0.77586)
H (0.02612, 2.12637, 1.45533)
H (1.02549, 0.61086, 1.47844)
H (0.59620, -1.27907, 0.92993)

Forces on the atoms, in the same order (eV/Å):
O -0.465 -0.584 0.998
N 3.550 -1.547 4.823
N -1.255 1.562 1.232
N 1.506 -1.956 0.746
N 4.737 -5.631 0.370
C -0.470 0.546 -0.879
C -3.387 3.971 -0.245
H -0.775 1.054 -0.711
H -1.723 1.506 -0.468
H -0.955 -0.397 -3.032
H -0.532 0.262 -1.666
H 0.223 -0.773 -0.442
H -1.162 2.370 -0.365
H 0.708 -0.383 -0.361


The following is a quantum chemistry calculation of the ion C2H9N2O with charge +1 in a non-equilibrium geometry, from OMol25.

Results
charge	+1
energy relative to the best compared isomer or geometry (same formula, charge and spin)	56.9	kcal/mol
structure (SMILES)	NC[NH2+]CO
F_max	3.16	eV Å⁻¹
gap between HOMO and LUMO	0.41684	Ha
LUMO	-3.26	eV

CARTESIAN COORDINATES (ANGSTROEM)
O (-0.75804, 1.47937, 0.96271)
N (0.71782, -0.44860, -1.94667)
N (-0.42906, -0.76658, 0.19243)
C (-0.52161, 0.17172, 1.32819)
C (1.06663, -0.44654, -0.58538)
H (0.14793, 0.22910, -2.42393)
H (1.56696, -0.56421, -2.50717)
H (1.54362, -1.37724, -0.31373)
H (-1.28456, -0.12365, 2.09152)
H (0.46639, 0.09836, 1.79128)
H (-1.35230, 2.02305, 1.48481)
H (-0.36771, -1.72905, 0.49842)
H (1.51114, 0.47470, -0.09205)
H (-1.22477, -0.64007, -0.43595)

Forces on the atoms, in the same order (eV/Å):
O 0.734 -0.030 -1.904
N 1.602 -0.863 -0.957
N 1.483 1.917 -0.682
C -0.661 0.276 3.081
C -2.699 0.491 0.501
H -0.081 0.766 0.770
H -0.493 -0.323 0.064
H 0.800 0.156 -0.158
H 0.552 -0.388 -0.814
H -0.097 -0.042 0.242
H -0.232 -0.588 0.363
H -0.260 -0.189 0.181
H -0.910 -1.029 -0.423
H 0.261 -0.154 -0.265


The following is a quantum chemistry calculation of an isolated molecule of C17H20ClNO3, from OMol25.

Results
energy relative to the best compared isomer or geometry (same formula, charge and spin)	13.2	kcal/mol
structure (SMILES)	CC1=C(C)C[C@H](C(=O)NCc2cccc(Cl)c2)[C@@H](C(=O)O)C1
F_max	0.67	eV Å⁻¹
gap between HOMO and LUMO	0.34101	Ha
LUMO	0.55	eV

CARTESIAN COORDINATES (ANGSTROEM)
Cl (-2.35775, -4.29450, 1.21840)
O (0.67003, 0.33887, -2.50736)
O (0.71788, -1.22895, 1.70573)
O (-1.20436, -0.46317, 2.50640)
N (1.41180, -1.30910, -1.14335)
C (-1.08886, -3.13536, -2.92406)
C (1.13835, 3.12046, 0.76760)
C (-2.76058, -4.01351, -1.43563)
C (-1.86958, -3.86409, -0.38577)
C (2.28853, 4.04540, 1.01166)
C (-0.15520, 3.51519, 2.91282)
C (-0.19811, -2.99284, -1.86934)
C (1.19532, 2.31817, -0.50437)
C (0.10410, 2.89441, 1.57580)
C (-0.59420, -3.36983, -0.59110)
C (1.17131, -2.38902, -2.07664)
C (-2.35599, -3.64975, -2.70804)
C (-0.34054, 0.61439, 0.56568)
C (-0.94830, 1.93263, 1.08863)
C (-0.19237, -0.43649, 1.64335)
C (1.00223, 0.83884, -0.16296)
C (1.00824, -0.04497, -1.40801)
H (2.15442, 2.44903, -1.00523)
H (2.14922, 4.65727, 1.89701)
H (1.24503, -1.97124, -3.08297)
H (2.41601, 4.70431, 0.15337)
H (1.81670, 0.52714, 0.49844)
H (-3.04110, -3.75929, -3.53491)
H (-0.79081, -2.83511, -3.91688)
H (0.08071, -3.27108, 0.24542)
H (0.62957, 4.20379, 3.20768)
H (0.41190, 2.62126, -1.20383)
H (-1.09556, -1.19434, 3.13610)
H (1.94747, -3.14838, -1.94157)
H (-1.06381, 0.17638, -0.13674)
H (3.20897, 3.47250, 1.12859)
H (-1.10172, 4.05589, 2.89539)
H (-3.75054, -4.40277, -1.25758)
H (-1.49070, 2.39825, 0.26083)
H (-1.66785, 1.71207, 1.87585)
H (-0.23295, 2.73670, 3.67210)
H (1.53312, -1.55915, -0.17053)

Forces on the atoms, in the same order (eV/Å):
Cl -0.076 -0.074 0.234
O -0.221 0.144 -0.327
O 0.133 -0.118 0.156
O -0.533 0.132 0.339
N 0.234 -0.439 0.056
C 0.112 -0.009 0.050
C 0.052 -0.043 -0.006
C -0.017 -0.006 0.027
C 0.122 0.069 -0.202
C -0.190 -0.015 0.126
C 0.155 0.057 -0.153
C -0.098 -0.003 -0.106
C -0.091 -0.231 0.070
C -0.058 0.005 0.064
C -0.085 -0.057 -0.057
C 0.000 0.067 -0.138
C -0.046 -0.033 0.022
C -0.100 0.096 0.105
C 0.041 -0.056 -0.055
C 0.261 -0.198 -0.169
C -0.080 0.058 -0.298
C 0.369 0.095 0.547
H -0.020 0.027 -0.067
H 0.062 0.079 0.058
H 0.047 -0.151 0.089
H 0.077 0.076 -0.049
H -0.099 0.024 -0.078
H -0.070 -0.002 -0.071
H 0.041 0.064 -0.112
H 0.026 0.014 0.128
H 0.024 0.078 0.093
H 0.050 0.035 -0.096
H 0.202 0.022 -0.249
H -0.047 0.087 -0.075
H 0.032 -0.009 0.060
H 0.126 0.007 -0.021
H -0.085 0.047 0.084
H -0.077 -0.032 0.043
H -0.073 -0.041 0.018
H -0.047 0.068 -0.101
H -0.048 -0.023 0.108
H -0.004 0.191 -0.046